# 1
{
  "formula": "C4H26NO8",
  "method": "ωB97M-V/def2-TZVPD",
  "orbital_gap_ha": [0.35893, 0.12831],
  "multiplicity": 2,
  "de_lowest_kcal_mol": 46.5,
  "e_tot_ev": -22417.9231,
  "fmax_ev_per_a": 7.6,
  "total_charge": 2,
  "symbols": ["O", "C", "H", "O", "O", "H", "H", "H", "H", "O", "H", "H", "H", "H", "H", "H", "O", "O", "H", "H", "H", "H", "H", "C", "N", "H", "H", "H", "H", "H", "O", "H", "H", "H", "C", "O", "C", "H", "H"],
  "coordinates": [[0.276, 1.996, -4.235], [-0.323, -0.072, -1.553], [-2.288, 0.509, -1.031], [-3.570, -0.130, 2.932], [1.854, 0.177, -3.099], [-1.807, -0.975, -0.203], [0.906, -3.504, 0.655], [-1.337, -1.867, 3.132], [0.630, 0.490, 0.270], [-1.217, 2.776, 4.017], [0.845, 2.241, -4.939], [-2.150, -0.934, -1.952], [1.139, 0.576, -3.670], [-0.408, 1.176, 2.564], [2.359, -1.516, -0.319], [3.833, 1.282, -0.118], [0.059, 1.586, 1.752], [4.739, 1.061, -0.335], [-0.306, 1.004, -1.881], [-0.535, 1.760, -4.639], [-1.023, 3.625, 4.337], [-0.491, -2.270, 0.366], [-2.396, -0.892, 2.449], [-1.645, -0.381, -1.087], [0.911, -0.144, -0.580], [0.818, -3.800, -1.798], [-3.426, 0.606, 3.476], [-0.173, 2.581, 1.824], [-4.465, -0.256, 3.430], [-1.969, 2.471, 4.291], [0.190, -2.987, -1.394], [2.021, -0.692, -3.351], [5.239, 1.225, 0.441], [0.009, -0.609, -2.413], [1.371, -1.410, 0.084], [-1.487, -1.233, 2.522], [0.479, -2.660, 0.001], [1.620, -1.223, 1.230], [1.716, 0.413, -1.176]],
  "atomic_forces_ev_per_a": [[0.296, -0.520, 1.730], [2.655, 2.131, -0.105], [0.389, -0.171, 0.477], [-4.686, -0.565, 1.297], [-0.520, 2.437, 0.519], [0.121, -0.164, 0.362], [-0.498, 1.138, -1.407], [0.043, -3.044, 3.234], [0.247, -0.451, -1.283], [6.656, 0.561, -3.682], [0.978, 0.658, -1.168], [0.520, 0.304, 1.158], [0.882, -0.029, 0.341], [1.110, 1.084, -1.829], [0.523, -1.049, -0.437], [0.063, 0.360, 0.195], [-1.378, 0.953, 1.341], [-0.933, -0.642, -1.347], [0.290, -1.003, 0.302], [-1.452, -0.159, -0.774], [0.047, 1.645, 0.915], [-0.081, -0.313, 0.222], [-0.135, -0.608, 0.762], [-3.525, -0.783, -0.963], [-0.602, 2.782, 1.178], [-2.132, 2.419, 1.515], [1.765, 2.310, 0.792], [0.543, -2.520, -0.020], [1.561, -1.018, -1.971], [-6.744, -2.126, 2.855], [2.885, -2.009, 0.732], [0.639, -2.173, -1.113], [0.824, 0.321, 1.223], [0.083, -0.694, -0.299], [1.885, 1.987, 1.202], [1.606, 2.803, -4.416], [-0.684, -1.316, -0.589], [-1.207, -0.403, -2.145], [-2.033, -2.132, 1.197]]
}

=====

# 2
{
  "formula": "C20H22BGaN6OS2Se4",
  "method": "ωB97M-V/def2-TZVPD",
  "orbital_gap_ha": [0.27505, 0.20935],
  "multiplicity": 1,
  "e_tot_ev": -368196.1319,
  "fmax_ev_per_a": 0.5,
  "symbols": ["C", "H", "H", "N", "C", "C", "Se", "N", "H", "C", "H", "C", "C", "C", "C", "C", "S", "H", "N", "C", "C", "C", "B", "H", "H", "H", "C", "H", "C", "H", "H", "C", "N", "N", "S", "H", "H", "C", "H", "H", "H", "H", "C", "Se", "H", "H", "Ga", "O", "Se", "H", "H", "C", "N", "C", "Se", "H", "C"],
  "coordinates": [[-0.817, 1.816, 0.461], [5.539, -1.891, 1.469], [-5.711, -1.196, 2.546], [3.113, -0.817, -1.819], [3.267, -0.489, -0.534], [-0.072, -1.131, -2.057], [1.980, 1.233, 4.184], [1.032, -1.740, 2.412], [-2.298, 0.245, -3.948], [-4.480, 0.505, 2.071], [0.302, 1.102, -4.323], [-2.213, 0.058, 1.342], [-0.485, 4.375, -0.609], [-0.013, 2.749, 1.101], [-2.520, -1.647, -1.921], [-3.732, -1.753, 1.908], [2.356, 0.709, 0.332], [2.605, -0.522, -3.968], [0.700, -0.311, -2.771], [-0.108, 0.374, -3.647], [3.998, -1.828, -2.106], [-3.241, 0.959, 1.650], [2.270, -0.077, -2.896], [-1.821, 3.722, -2.158], [2.444, 1.111, -2.807], [0.801, 4.729, 1.069], [-2.494, -1.308, 1.472], [0.469, 2.468, 2.031], [-4.743, -0.851, 2.209], [-2.234, -2.626, -1.544], [-1.735, -2.040, 1.222], [-1.310, 3.452, -1.243], [-0.941, 0.499, 0.975], [-1.349, -0.984, -2.470], [0.420, -2.240, -0.804], [-2.112, 1.460, -1.207], [-5.249, 1.231, 2.309], [4.749, -1.154, 1.353], [-3.254, -1.762, -2.716], [5.152, -0.159, 1.531], [-3.903, -2.818, 2.006], [4.052, -2.255, -3.089], [0.162, 4.017, 0.563], [-0.075, -2.578, 3.706], [-0.352, 5.364, -1.027], [3.945, -1.364, 2.051], [0.567, -0.635, 0.855], [2.042, -2.454, 2.104], [0.773, 0.173, 5.712], [5.495, -2.804, -0.795], [-3.058, 2.023, 1.577], [-1.380, -0.043, -3.469], [4.247, -1.245, -0.011], [-1.472, 2.184, -0.715], [-1.072, -0.669, 4.520], [-2.944, -1.067, -1.102], [4.708, -2.099, -0.986]],
  "atomic_forces_ev_per_a": [[-0.011, 0.119, -0.053], [-0.008, -0.005, 0.003], [-0.009, -0.006, 0.006], [-0.039, 0.007, -0.092], [0.004, 0.014, 0.089], [0.124, 0.004, 0.105], [0.103, 0.050, -0.144], [-0.045, -0.103, -0.495], [-0.018, 0.006, -0.018], [-0.021, 0.023, 0.008], [0.015, 0.023, -0.027], [0.012, 0.002, 0.044], [-0.003, -0.032, 0.010], [-0.006, 0.022, 0.071], [-0.016, -0.019, 0.026], [0.002, 0.030, -0.007], [0.052, -0.013, -0.036], [-0.017, 0.005, 0.039], [0.050, -0.002, -0.058], [0.022, -0.016, 0.037], [0.027, 0.003, 0.007], [-0.023, 0.052, 0.002], [-0.014, 0.014, -0.026], [-0.003, 0.001, -0.010], [-0.003, -0.028, 0.001], [0.009, 0.011, 0.010], [0.057, 0.016, 0.005], [0.003, 0.007, -0.029], [0.013, -0.010, -0.008], [-0.003, 0.019, -0.001], [0.011, 0.008, -0.002], [0.011, 0.026, 0.007], [-0.150, -0.244, -0.090], [-0.101, -0.033, -0.007], [0.040, -0.044, -0.021], [0.018, 0.012, 0.008], [-0.009, 0.000, -0.001], [0.021, 0.018, -0.037], [-0.006, -0.003, -0.005], [-0.005, -0.001, -0.002], [-0.005, -0.012, 0.004], [0.002, -0.013, -0.022], [-0.018, 0.010, -0.025], [-0.003, 0.074, 0.226], [0.004, 0.013, -0.007], [-0.016, -0.006, 0.019], [-0.082, 0.233, 0.179], [0.128, -0.111, 0.154], [-0.062, -0.092, 0.258], [0.014, -0.023, 0.001], [-0.003, -0.007, -0.002], [-0.020, 0.038, -0.025], [-0.016, -0.027, 0.027], [-0.003, -0.029, 0.002], [-0.005, -0.016, -0.081], [0.008, -0.010, -0.031], [-0.008, 0.043, 0.014]]
}